# 1
This record from the Open Molecules 2025 dataset describes a 2-piece molecular cluster, C2H4NP overall in a non-equilibrium geometry. The level of theory is ωB97M-V with the def2-TZVPD basis set.

```
! wB97M-V def2-TZVPD RIJCOSX def2/J DEFGRID3
* xyz 0 3
C -1.865 0.660 -0.641
C 1.522 -0.518 0.248
N -1.953 0.707 0.612
P -1.321 -0.863 -0.098
H -1.942 1.491 -1.335
H 1.692 -1.193 1.205
H 1.776 0.439 0.661
H 2.091 -0.723 -0.652
*
```

Properties
frontier orbital gap (spin up / spin down): 7.72 / 8.45 eV
LUMO level (spin up / spin down): 0.895 / -1.409 eV
calculated total energy: -474.50104 Eh
relative energy (zero: lowest compared OMol25 entry of this formula, charge and spin): 282.3 kJ/mol

# 2
This record from the Open Molecules 2025 dataset describes C51H48As2ClIrN7O2P as an isolated structure in a non-equilibrium geometry. The level of theory is ωB97M-V with the def2-TZVPD basis set.

```
! wB97M-V def2-TZVPD RIJCOSX def2/J DEFGRID3
* xyz 1 6
Ir -0.306 0.310 0.373
C -5.261 -0.284 3.069
N -4.387 0.057 1.981
C -4.669 0.896 0.944
C -3.542 0.957 0.180
N -2.583 0.170 0.732
C -3.119 -0.398 1.820
P -2.158 -1.160 3.303
C -1.197 0.336 3.497
N -0.448 0.987 2.587
C 0.156 2.015 3.244
C -0.190 1.987 4.559
N -1.028 0.921 4.725
C -1.713 0.549 5.922
C -1.141 -2.208 2.224
N -0.403 -1.841 1.167
C 0.247 -2.955 0.739
C -0.057 -4.006 1.553
N -0.903 -3.522 2.506
C -1.484 -4.225 3.608
H -6.274 0.052 2.852
H -4.917 0.192 3.993
H -5.266 -1.365 3.218
H -5.622 1.373 0.836
H -3.361 1.522 -0.711
H 0.810 2.701 2.743
H 0.091 2.619 5.377
H -1.180 0.939 6.789
H -1.770 -0.540 5.981
H -2.732 0.948 5.924
H 0.922 -2.921 -0.099
H 0.261 -5.029 1.528
H -1.058 -5.223 3.683
H -2.566 -4.306 3.481
H -1.284 -3.671 4.530
C 0.575 -1.712 -2.945
C 1.130 -0.333 -3.220
As 1.475 0.587 -1.498
C 2.185 2.252 -2.195
C 3.429 2.714 -1.777
C 3.938 3.901 -2.271
C 3.200 4.649 -3.173
C 1.952 4.205 -3.577
C 1.443 3.014 -3.089
C 3.149 -0.294 -0.987
C 4.124 -0.473 -1.963
C 5.306 -1.137 -1.692
C 5.544 -1.599 -0.408
C 4.605 -1.403 0.584
C 3.397 -0.752 0.316
As -1.142 -1.602 -1.945
C -2.072 -0.532 -3.288
C -2.086 0.847 -3.104
C -2.660 1.676 -4.052
C -3.244 1.131 -5.185
C -3.218 -0.240 -5.383
C -2.620 -1.065 -4.447
C -1.766 -3.413 -2.406
C -3.113 -3.639 -2.676
C -3.538 -4.867 -3.155
C -2.625 -5.892 -3.343
C -1.291 -5.691 -3.027
C -0.866 -4.462 -2.551
H 1.305 -2.283 -2.358
H 0.400 -2.259 -3.878
H 0.415 0.260 -3.801
H 2.056 -0.388 -3.802
H 3.997 2.136 -1.057
H 4.912 4.241 -1.950
H 3.589 5.584 -3.546
H 1.371 4.793 -4.272
H 0.458 2.677 -3.395
H 3.956 -0.085 -2.962
H 6.036 -1.285 -2.473
H 6.468 -2.104 -0.172
H 4.817 -1.713 1.596
H 2.158 0.458 1.408
H -1.646 1.270 -2.203
H -2.659 2.747 -3.907
H -3.714 1.771 -5.915
H -3.663 -0.672 -6.267
H -2.586 -2.133 -4.622
H -3.825 -2.831 -2.537
H -4.580 -5.022 -3.397
H -2.947 -6.849 -3.726
H -0.574 -6.487 -3.167
H 0.180 -4.319 -2.306
Cl 1.334 8.945 -0.327
C 1.103 7.243 -0.186
C -0.145 6.698 -0.465
C -0.323 5.336 -0.355
C 0.735 4.513 0.034
C 1.975 5.075 0.328
C 2.162 6.436 0.210
C 0.502 3.051 0.106
O 1.369 2.289 0.624
O -0.567 2.592 -0.367
H -0.964 7.337 -0.758
H -1.285 4.887 -0.553
H 2.786 4.437 0.644
H 3.121 6.877 0.431
N 2.474 -0.507 1.337
C 2.345 -1.286 2.476
C 1.915 -0.721 3.681
C 1.640 -1.525 4.768
C 1.841 -2.896 4.709
C 2.331 -3.456 3.541
C 2.567 -2.669 2.432
H 1.790 0.347 3.762
H 1.277 -1.084 5.683
H 1.624 -3.520 5.562
H 2.508 -4.520 3.483
H 2.883 -3.131 1.510
*
```

Properties
frontier orbital gap (spin up / spin down): 4.83 / 5.47 eV
LUMO level (spin up / spin down): -1.565 / -4.512 eV
calculated total energy: -7883.13276 Eh
relative energy (zero: lowest compared OMol25 entry of this formula, charge and spin): 12.0 kJ/mol

# 3
This record from the Open Molecules 2025 dataset describes one molecule with the formula C3H5NOS in a non-equilibrium geometry. The level of theory is ωB97M-V with the def2-TZVPD basis set.

```
! wB97M-V def2-TZVPD RIJCOSX def2/J DEFGRID3
* xyz 0 1
C 1.633 -0.135 1.613
N 0.564 -0.289 0.958
O 0.632 0.710 -0.042
C -0.484 0.767 -0.784
C -1.262 -0.522 -0.969
S -0.836 2.131 -1.597
H 2.315 0.650 1.391
H 1.793 -0.858 2.419
H -0.595 -1.366 -1.063
H -1.842 -0.394 -1.876
H -1.917 -0.693 -0.051
*
```

Properties
frontier orbital gap: 9.04 eV
LUMO level: 0.337 eV
calculated total energy: -645.40533 Eh
relative energy (zero: lowest compared OMol25 entry of this formula, charge and spin): 279.2 kJ/mol

# 4
This record from the Open Molecules 2025 dataset describes C31H40BI2N7O2S3Ti as an isolated structure in a non-equilibrium geometry. The level of theory is ωB97M-V with the def2-TZVPD basis set.

```
! wB97M-V def2-TZVPD RIJCOSX def2/J DEFGRID3
* xyz 0 3
Ti -15.795 5.699 9.406
C -12.372 2.592 12.867
C -11.892 2.682 11.453
C -12.675 1.936 10.378
C -10.451 2.075 11.463
N -11.747 4.094 11.100
C -10.563 4.792 10.864
C -10.805 6.070 10.673
N -12.243 6.274 10.876
B -12.751 7.704 11.164
N -13.848 7.769 12.194
C -13.477 7.636 13.488
C -14.577 7.609 14.251
N -15.682 7.768 13.422
C -15.234 7.811 12.142
S -16.168 7.866 10.734
C -17.123 7.780 13.834
C -17.271 7.640 15.356
C -17.669 6.560 13.236
C -17.829 9.042 13.418
N -13.255 8.420 9.949
C -13.307 9.768 10.127
C -13.800 10.227 8.922
N -14.009 9.103 8.108
C -13.619 8.010 8.762
S -13.750 6.348 8.289
C -14.065 9.194 6.581
C -12.629 9.134 6.147
C -14.592 10.583 6.261
C -14.934 8.176 5.901
C -12.763 5.053 11.030
S -14.446 4.722 11.401
H -12.425 1.532 13.135
H -13.275 3.085 13.023
H -11.554 3.049 13.439
H -12.714 0.855 10.536
H -12.018 2.049 9.425
H -13.687 2.263 10.148
H -10.532 0.999 11.730
H -9.797 2.578 12.137
H -10.090 2.126 10.443
H -9.580 4.324 10.861
H -10.212 6.890 10.365
H -11.732 8.177 11.707
H -12.494 7.385 13.797
H -14.757 7.442 15.355
H -16.847 6.693 15.605
H -18.314 7.694 15.667
H -16.637 8.443 15.926
H -17.155 5.717 13.718
H -17.450 6.515 12.144
H -18.782 6.555 13.259
H -17.141 9.875 13.522
H -18.720 9.152 14.104
H -18.127 9.026 12.379
H -13.163 10.140 11.117
H -14.101 11.217 8.688
H -12.010 9.805 6.685
H -12.749 9.359 5.111
H -12.115 8.217 6.239
H -13.997 11.403 6.590
H -15.600 10.649 6.624
H -14.558 10.585 5.136
H -14.605 7.143 5.838
H -15.055 8.493 4.892
H -15.985 8.093 6.303
O -19.011 6.641 7.558
C -17.895 6.170 7.695
O -16.915 6.691 8.300
C -17.576 4.785 7.174
C -18.460 3.993 6.350
C -18.009 2.812 5.860
C -16.741 2.345 6.149
C -16.166 1.120 5.586
C -14.958 0.706 5.984
C -14.195 1.468 6.977
C -14.762 2.595 7.531
C -15.977 3.104 7.110
N -16.407 4.305 7.558
H -19.342 4.467 6.056
H -18.583 2.124 5.288
H -16.757 0.495 4.903
H -14.658 -0.229 5.565
H -13.191 1.232 7.330
H -14.432 3.103 8.429
I -17.883 4.260 10.716
I -16.591 1.369 11.035
*
```

Properties
frontier orbital gap (spin up / spin down): 6.92 / 6.67 eV
LUMO level (spin up / spin down): -0.256 / -1.131 eV
calculated total energy: -4403.57542 Eh
relative energy (zero: lowest compared OMol25 entry of this formula, charge and spin): 102.9 kJ/mol

# 5
This record from the Open Molecules 2025 dataset describes C13H20AsCl3NO2PdSi2 as an isolated structure. The level of theory is ωB97M-V with the def2-TZVPD basis set.

```
! wB97M-V def2-TZVPD RIJCOSX def2/J DEFGRID3
* xyz -1 1
Pd 0.899 0.403 1.451
Cl -0.974 -2.455 -5.774
C -0.635 -1.376 -4.451
C -0.973 -1.749 -3.164
C -0.698 -0.881 -2.125
Cl -1.165 -1.293 -0.522
C -0.093 0.356 -2.315
O 0.136 1.189 -1.323
C 0.219 0.686 -3.644
Cl 0.970 2.216 -3.954
C -0.040 -0.156 -4.708
H -1.451 -2.696 -2.965
H 0.220 0.138 -5.715
C -0.298 3.699 0.288
Si 1.441 3.159 0.768
C 2.679 4.418 0.067
C 1.581 3.368 2.645
As 1.916 1.136 -0.509
Si 2.958 -0.187 2.175
C 4.412 0.900 1.606
C 2.944 -0.168 4.064
C 3.353 -1.951 1.606
H -0.447 4.742 0.583
H -1.047 3.090 0.799
H -0.472 3.601 -0.781
H 2.502 5.423 0.457
H 2.616 4.446 -1.021
H 3.702 4.138 0.327
H 1.394 4.423 2.868
H 2.569 3.120 3.031
H 0.850 2.756 3.175
H 4.260 1.954 1.834
H 4.572 0.812 0.529
H 5.335 0.586 2.101
H 2.912 0.850 4.452
H 3.844 -0.657 4.448
H 2.063 -0.686 4.441
H 3.294 -2.031 0.521
H 2.643 -2.663 2.030
H 4.357 -2.242 1.925
O -2.269 -0.660 4.239
C -1.285 -0.309 3.656
N -0.291 0.046 3.120
*
```

Properties
frontier orbital gap: 7.32 eV
LUMO level: 2.552 eV
calculated total energy: -5036.01635 Eh
relative energy (zero: lowest compared OMol25 entry of this formula, charge and spin): 40.0 kJ/mol

# 6
This record from the Open Molecules 2025 dataset describes one molecule with the formula C11H14O4 in a non-equilibrium geometry. The level of theory is ωB97M-V with the def2-TZVPD basis set.

```
! wB97M-V def2-TZVPD RIJCOSX def2/J DEFGRID3
* xyz 0 1
C 2.488 -4.057 -0.217
C 2.811 -2.772 -0.395
O 2.200 -1.767 0.401
C 2.715 -0.505 0.185
C 3.867 -0.044 0.534
O 4.870 0.414 0.898
O 2.136 0.295 -1.090
C 1.202 1.293 -0.894
C 1.591 2.197 0.242
O 2.458 1.945 1.050
C -0.160 0.891 -0.485
C -1.245 1.477 -0.985
C -2.706 1.138 -0.559
C -2.750 0.364 0.767
C -4.207 0.101 1.126
H 3.263 -4.776 -0.498
H 1.725 -4.271 0.545
H 3.528 -2.437 -0.995
H 1.252 1.946 -1.690
H 1.005 3.198 0.199
H -0.185 -0.015 0.110
H -1.312 2.245 -1.851
H -3.370 2.000 -0.332
H -3.040 0.616 -1.570
H -2.303 -0.565 0.677
H -2.231 1.034 1.396
H -4.802 0.991 1.562
H -4.658 -0.149 0.211
H -4.142 -0.785 1.660
*
```

Properties
frontier orbital gap: 9.01 eV
LUMO level: 0.322 eV
calculated total energy: -728.26867 Eh
relative energy (zero: lowest compared OMol25 entry of this formula, charge and spin): 225.9 kJ/mol

# 7
This record from the Open Molecules 2025 dataset describes one molecule with the formula C25H31NO6. The level of theory is ωB97M-V with the def2-TZVPD basis set.

```
! wB97M-V def2-TZVPD RIJCOSX def2/J DEFGRID3
* xyz 0 1
C 4.262 2.735 -1.973
C 3.972 2.285 -0.570
O 3.304 2.887 0.231
O 4.589 1.129 -0.304
C 4.385 0.553 0.970
C 3.619 -0.762 0.965
O 3.963 -1.648 1.708
C 2.408 -0.916 0.062
N 2.644 -0.335 -1.240
C 2.619 -1.266 -2.097
C 2.842 -1.090 -3.552
O 2.375 -2.519 -1.656
C 2.121 -2.428 -0.258
C 0.638 -2.678 0.047
C 0.064 -1.268 -0.040
C -1.415 -1.024 0.254
C -2.018 -1.458 1.585
C -3.541 -1.491 1.398
C -3.990 -0.514 0.348
C -5.042 -0.778 -0.434
C -5.530 0.119 -1.480
O -6.514 -0.131 -2.156
C -4.731 1.337 -1.670
C -3.688 1.622 -0.898
C -3.223 0.777 0.249
C -3.565 1.585 1.519
C -1.701 0.471 0.027
C -0.714 1.402 0.763
O -0.913 1.389 2.161
C 0.749 1.060 0.410
C 1.081 -0.399 0.720
C 1.157 -0.660 2.224
H 4.683 1.914 -2.542
H 3.344 3.091 -2.431
H 4.969 3.562 -1.940
H 3.825 1.266 1.595
H 5.364 0.370 1.424
H 3.755 -1.607 -3.842
H 2.929 -0.033 -3.781
H 2.016 -1.530 -4.107
H 2.794 -3.113 0.263
H 0.518 -3.113 1.037
H 0.207 -3.353 -0.691
H 0.173 -0.968 -1.093
H -1.959 -1.578 -0.525
H -1.759 -0.743 2.361
H -1.656 -2.443 1.881
H -3.865 -2.490 1.101
H -4.042 -1.259 2.341
H -5.592 -1.703 -0.323
H -5.040 1.989 -2.475
H -3.120 2.531 -1.055
H -4.646 1.702 1.572
H -3.216 1.082 2.412
H -3.114 2.572 1.479
H -1.508 0.664 -1.036
H -0.901 2.426 0.392
H -0.241 1.951 2.561
H 0.912 1.242 -0.654
H 1.406 1.739 0.957
H 1.859 0.034 2.684
H 0.191 -0.522 2.692
H 1.508 -1.667 2.432
*
```

Properties
frontier orbital gap: 9.76 eV
LUMO level: 0.441 eV
calculated total energy: -1477.44960 Eh
relative energy (zero: lowest compared OMol25 entry of this formula, charge and spin): 81.8 kJ/mol

# 8
This record from the Open Molecules 2025 dataset describes a 3-piece molecular cluster, C29H64F3N3O6PS3 overall in a non-equilibrium geometry. The level of theory is ωB97M-V with the def2-TZVPD basis set.

```
! wB97M-V def2-TZVPD RIJCOSX def2/J DEFGRID3
* xyz 1 1
C -2.087 -6.862 2.875
C -3.092 -6.302 1.680
C -2.364 -5.186 0.701
C -1.696 -5.877 -0.668
C -0.192 -6.432 -0.205
C 0.828 -6.470 -1.508
C 1.845 -5.180 -1.522
C 1.059 -3.714 -1.452
C 2.221 -2.582 -1.131
C 2.341 -1.495 -2.357
C 0.903 -0.738 -2.592
C 0.451 0.208 -1.314
C -0.423 1.462 -1.982
C 0.466 2.857 -1.855
C 0.593 3.183 -0.226
C 0.657 4.826 0.081
N 0.345 5.105 1.536
C 1.310 4.863 2.523
N 2.666 4.366 2.074
S 3.787 5.657 1.722
O 4.751 5.107 0.599
O 3.125 6.924 1.128
C 4.889 6.168 3.148
F 4.460 7.504 3.691
F 6.266 6.407 2.575
F 5.064 5.135 4.196
N 0.892 5.127 3.949
C 0.707 3.876 4.768
C 2.085 3.144 5.266
C 1.710 6.190 4.634
C 0.742 6.810 5.844
C 0.667 8.451 5.842
S 0.198 9.074 7.587
P -1.264 5.738 2.103
O -1.069 7.285 2.949
O -2.055 4.628 3.226
S -2.525 6.068 0.663
H -1.566 -7.879 2.605
H -2.760 -7.011 3.844
H -1.267 -6.034 3.059
H -3.447 -7.204 1.005
H -4.023 -5.827 2.240
H -1.535 -4.656 1.355
H -3.185 -4.378 0.389
H -1.634 -5.069 -1.531
H -2.317 -6.833 -0.969
H 0.261 -5.781 0.684
H -0.236 -7.540 0.216
H 0.249 -6.553 -2.533
H 1.515 -7.431 -1.344
H 2.623 -5.178 -0.629
H 2.423 -5.174 -2.551
H 0.541 -3.553 -2.508
H 0.271 -3.654 -0.579
H 3.280 -3.103 -1.008
H 2.000 -2.040 -0.117
H 2.603 -2.040 -3.380
H 3.209 -0.709 -2.168
H 1.034 0.006 -3.509
H 0.004 -1.458 -2.817
H 1.419 0.573 -0.762
H -0.187 -0.395 -0.520
H -1.356 1.601 -1.254
H -0.735 1.258 -3.096
H -0.002 3.762 -2.450
H 1.546 2.611 -2.290
H 1.669 2.775 0.087
H -0.229 2.645 0.417
H 1.739 5.174 -0.258
H -0.090 5.307 -0.686
H 3.071 3.643 2.708
H 0.085 3.080 4.141
H 0.060 4.096 5.741
H 3.070 3.688 4.891
H 2.118 2.067 4.751
H 2.115 2.912 6.437
H 1.853 7.072 3.843
H 2.744 5.843 5.057
H -0.366 6.427 5.616
H 1.109 6.348 6.855
H 1.689 8.937 5.545
H -0.231 8.818 5.150
H -0.345 10.388 7.417
H -1.979 7.527 3.346
H -2.293 3.767 2.772
C 0.079 -6.858 -7.490
C 0.673 -6.983 -6.096
C 0.436 -8.368 -5.515
O 0.085 -6.006 -5.242
H -1.006 -7.013 -7.469
H 0.247 -5.852 -7.890
H 0.522 -7.587 -8.175
H 1.749 -6.780 -6.135
H -0.636 -8.576 -5.424
H 0.858 -8.440 -4.507
H 0.890 -9.142 -6.141
H -0.870 -6.178 -5.202
C -5.675 -0.652 -2.822
C -4.385 0.103 -2.542
C -4.239 1.308 -3.457
O -3.276 -0.771 -2.731
H -5.692 -1.030 -3.851
H -5.761 -1.524 -2.165
H -6.549 -0.011 -2.670
H -4.370 0.430 -1.497
H -4.205 1.000 -4.508
H -3.300 1.835 -3.253
H -5.069 2.008 -3.324
H -3.281 -1.067 -3.657
*
```

Properties
frontier orbital gap: 5.40 eV
LUMO level: -5.949 eV
calculated total energy: -3593.80002 Eh

# 9
This record from the Open Molecules 2025 dataset describes a 2-piece molecular cluster, C9H13O3P overall in a non-equilibrium geometry. The level of theory is ωB97M-V with the def2-TZVPD basis set.

```
! wB97M-V def2-TZVPD RIJCOSX def2/J DEFGRID3
* xyz 0 1
C -3.961 -0.216 0.458
C -3.848 0.928 -0.282
C -2.910 -1.143 0.822
C -2.680 1.664 -0.678
C -1.659 -1.118 0.346
C -1.447 1.122 -0.876
C -0.959 -0.177 -0.511
C 2.365 -2.172 -0.668
C 3.582 1.067 1.164
O 1.625 0.546 -1.454
O 1.301 -1.626 0.038
O 3.873 2.095 0.267
P 0.808 -0.135 -0.392
H -4.826 -0.703 0.806
H -4.640 1.492 -0.703
H -3.381 -1.939 1.395
H -2.967 2.641 -0.997
H -1.146 -1.961 0.612
H -0.796 1.829 -1.259
H 2.492 -1.691 -1.528
H 2.280 -3.311 -0.881
H 3.166 -2.155 0.087
H 4.021 1.339 2.205
H 4.061 0.217 0.662
H 2.582 1.005 1.440
H 3.067 2.403 -0.074
*
```

Properties
frontier orbital gap (spin up / spin down): 6.54 / 6.59 eV
LUMO level (spin up / spin down): -0.752 / -1.062 eV
calculated total energy: -917.66405 Eh
relative energy (zero: lowest compared OMol25 entry of this formula, charge and spin): 391.3 kJ/mol